The following is a quantum chemistry calculation of a molecular structure, C28H30N6O5ReS3 in a non-equilibrium geometry, from OMol25.

Calculated values
- LUMO energy (spin up / spin down) (Eh) = -0.01202 / -0.01295
- E (eV) = -83336.1913
- energy above the lowest of the compared OMol25 structures with the same formula, charge and spin (eV) = 2.378
- 2S+1 = 2

Element x y z (Å)
Re 0.2075 -0.2756 -0.5520
N -2.0633 -2.5951 2.4270
C -1.0552 -1.9828 1.7694
S -0.7703 -0.3157 2.0557
N -0.3136 -2.7370 0.9918
N 0.5785 -2.1096 0.2376
C 1.7231 -2.7241 -0.0799
C 2.0089 -4.1218 0.2743
C 1.0777 -5.1074 -0.0520
C 1.3484 -6.4391 0.1963
C 2.5464 -6.8089 0.7834
C 3.4596 -5.8356 1.1525
C 3.1979 -4.5010 0.8986
C 2.6572 -1.8483 -0.7023
C 3.9618 -2.1886 -1.0970
C 4.8340 -1.2077 -1.4990
C 4.3880 0.1195 -1.5124
C 3.0786 0.3867 -1.2036
N 2.1889 -0.5575 -0.8503
H -2.4799 -2.1304 3.2143
H -2.0962 -3.5982 2.3636
H 0.1465 -4.8227 -0.5151
H 0.6304 -7.1958 -0.0836
H 2.7675 -7.8500 0.9645
H 4.3848 -6.1177 1.6346
H 3.9085 -3.7480 1.2049
H 4.2619 -3.2232 -1.0556
H 5.8464 -1.4439 -1.7920
H 5.0503 0.9310 -1.7637
H 2.7037 1.4030 -1.2264
O -3.8328 0.5419 -4.2389
C -4.5026 0.2939 -3.1044
C -5.8909 0.1797 -3.1903
C -6.6559 -0.0373 -2.0649
C -6.0482 -0.1588 -0.8219
C -4.6747 -0.0831 -0.7239
C -3.8813 0.1388 -1.8510
C -2.4188 0.1561 -1.6997
O -1.8749 -0.2281 -0.6074
N -1.6863 0.5561 -2.7170
N -0.3315 0.6086 -2.4673
C 0.3229 0.5860 -3.5947
S -0.5512 0.1337 -5.0588
C 0.9304 0.1064 -6.1438
C 2.1750 0.0134 -5.2867
S 1.9585 1.1164 -3.8483
H -2.8770 0.6143 -4.0287
H -6.3469 0.2773 -4.1633
H -7.7303 -0.1049 -2.1599
H -6.6500 -0.3100 0.0612
H -4.1831 -0.1909 0.2318
H 0.9210 1.0199 -6.7399
H 0.8273 -0.7632 -6.7922
H 3.0669 0.3457 -5.8135
H 2.3308 -0.9981 -4.9098
C -0.9449 3.4933 -0.7702
C -0.0592 3.5688 0.4641
C 0.8176 4.8198 0.4130
O 0.7155 2.3480 0.4600
H -1.6205 4.3435 -0.7976
H -1.5330 2.5805 -0.7573
H -0.3263 3.4983 -1.6646
H -0.6685 3.5645 1.3751
H 1.6517 4.6632 -0.2672
H 1.2094 5.0791 1.3916
H 0.2197 5.6510 0.0476
C 2.6508 2.8038 3.3809
O 1.6967 3.0188 2.3473
C 1.5583 2.0532 1.4421
O 2.1403 1.0028 1.4482
H 3.1081 3.7703 3.5845
H 3.4000 2.0882 3.0444
H 2.1435 2.4262 4.2688

Forces on the atoms, in the same order (eV/Å):
Re -0.857 -0.132 2.389
N -0.230 -0.199 0.096
C 0.670 0.054 -0.262
S 0.838 0.302 -1.543
N -1.202 -1.249 0.744
N 0.478 1.740 -1.326
C 0.309 0.437 0.097
C -0.025 -0.169 0.000
C 0.106 -0.031 -0.087
C -0.023 -0.051 -0.071
C 0.091 -0.039 0.131
C 0.094 -0.099 -0.019
C -0.223 0.110 -0.017
C -0.476 -0.210 0.243
C 0.276 0.120 -0.162
C -0.235 -0.275 0.047
C -0.358 0.172 0.215
C 0.775 0.377 -0.029
N 0.041 -0.598 -0.156
H 0.023 -0.068 -0.080
H -0.042 -0.029 0.113
H -0.080 0.056 -0.025
H -0.084 -0.052 -0.017
H -0.006 -0.106 0.032
H 0.060 -0.015 0.038
H 0.049 0.096 0.012
H 0.039 -0.063 -0.013
H 0.049 -0.086 0.004
H 0.065 0.122 -0.063
H -0.006 -0.122 0.061
O -0.097 -0.058 -0.246
C -0.063 -0.005 0.240
C 0.026 0.066 -0.107
C 0.139 0.032 -0.091
C -0.044 0.006 0.189
C -0.006 -0.007 -0.034
C -0.052 -0.066 -0.097
C 0.733 -0.092 -0.126
O -0.364 0.022 -0.120
N -0.976 0.161 -0.411
N 0.556 -0.283 0.116
C -0.214 -0.020 -0.256
S 0.543 -0.111 0.052
C -0.420 0.270 0.161
C 0.032 0.125 0.289
S -0.204 -0.406 -0.221
H -0.007 0.082 0.185
H -0.026 0.029 -0.113
H -0.067 -0.021 0.018
H -0.014 -0.042 0.091
H 0.084 -0.039 0.056
H 0.072 -0.091 -0.016
H 0.039 0.064 -0.029
H 0.018 -0.024 -0.047
H 0.009 0.042 -0.029
C 0.167 -0.277 0.369
C -0.342 0.690 -0.100
C -0.120 -0.184 0.238
O -0.069 0.223 -0.275
H -0.034 0.082 0.016
H -0.107 -0.092 -0.038
H 0.028 0.014 -0.147
H 0.074 -0.016 -0.127
H 0.066 0.002 -0.150
H 0.036 0.043 -0.053
H -0.022 0.074 -0.065
C 0.281 -0.215 0.156
O -0.494 0.286 -0.199
C 0.612 -0.574 0.247
O 0.157 0.320 0.230
H -0.061 -0.040 0.034
H -0.036 0.039 0.111
H 0.052 -0.001 -0.051

Here are the Mulliken charges for atoms 1 to 8, given in e:
1 Re 0.6228
2 N -0.4179
3 C 0.5349
4 S -0.4697
5 N -1.3717
6 N 0.7068
7 C 0.5346
8 C -0.0973